Record 1
{
  "formula": "C26H21FN2O4PSe2Ti",
  "method": "ωB97M-V/def2-TZVPD",
  "symbols": ["Ti", "Se", "P", "Se", "C", "C", "C", "C", "C", "C", "C", "C", "C", "C", "C", "C", "H", "H", "H", "H", "H", "H", "H", "H", "H", "H", "C", "C", "C", "C", "C", "C", "C", "F", "C", "C", "C", "O", "C", "C", "N", "C", "C", "O", "O", "H", "H", "H", "H", "H", "H", "H", "H", "H", "H", "H", "O", "N"],
  "coordinates": [[-1.31758, -1.26006, -0.70881], [0.95930, -1.24625, 0.32804], [0.76226, -3.43645, 0.19658], [-2.19739, -3.88876, -0.28199], [1.65721, -4.16007, 1.58430], [2.88438, -3.64416, 2.00051], [3.55312, -4.24283, 3.05488], [2.99967, -5.34466, 3.69845], [1.77470, -5.85155, 3.29385], [1.09979, -5.26004, 2.23422], [1.58167, -4.00213, -1.30408], [2.69707, -3.34442, -1.80970], [3.34706, -3.85929, -2.92162], [2.88219, -5.01791, -3.53013], [1.75973, -5.66617, -3.03311], [1.10962, -5.15978, -1.91921], [3.31234, -2.77997, 1.50713], [4.50715, -3.84813, 3.37891], [3.52608, -5.80372, 4.52490], [1.34147, -6.70156, 3.80387], [0.14176, -5.65322, 1.91533], [3.05592, -2.43587, -1.34353], [4.21915, -3.35270, -3.31378], [3.39438, -5.41425, -4.39730], [1.38926, -6.56162, -3.51418], [0.23017, -5.66178, -1.53369], [-4.11999, 5.14125, 1.43879], [-2.88131, 5.26534, 0.57868], [-1.80698, 6.13417, 1.20799], [-0.69910, 6.38496, 0.19845], [-0.22729, 5.09667, -0.42981], [1.00258, 5.02103, -1.03383], [1.45304, 3.82799, -1.60164], [2.65781, 3.82769, -2.17588], [0.71632, 2.68520, -1.57196], [-0.53552, 2.72737, -0.93536], [-1.30796, 1.53025, -0.79429], [-0.95177, 0.43318, -1.41423], [-2.41167, 1.57488, 0.05188], [-2.88539, 2.79468, 0.48457], [-2.26359, 3.93710, 0.24353], [-1.01495, 3.92664, -0.38405], [-3.13510, 0.32962, 0.47037], [-4.31789, 0.26992, 0.58730], [-2.27126, -0.69681, 0.70660], [-4.50907, 6.14621, 1.59434], [-3.89406, 4.71397, 2.41865], [-4.91272, 4.56091, 0.96773], [-3.15681, 5.70357, -0.38434], [-1.41867, 5.63448, 2.10052], [-2.25509, 7.07471, 1.52483], [0.14838, 6.88867, 0.66238], [-1.06859, 7.05101, -0.58614], [1.65126, 5.88874, -1.06130], [1.08339, 1.76299, -1.99868], [-3.81273, 2.83380, 1.03563], [-2.13947, -1.91567, -2.17652], [-1.38632, -2.95717, -1.63406]],
  "forces_ev_per_a": [[0.41, -1.47, -0.93], [0.65, -1.07, 0.25], [-0.56, 0.62, 0.07], [1.86, -0.55, 1.66], [-0.63, -0.43, 0.30], [0.00, 0.13, -0.09], [-0.05, -0.07, -0.04], [0.02, 0.04, 0.01], [-0.02, 0.03, -0.07], [0.08, -0.03, 0.02], [-0.62, -0.45, -0.17], [0.08, 0.21, -0.02], [0.00, -0.06, 0.06], [0.00, 0.04, 0.02], [0.01, 0.02, 0.07], [0.02, -0.12, -0.03], [-0.01, -0.01, 0.02], [-0.02, 0.00, -0.02], [-0.01, 0.01, -0.01], [0.00, 0.01, -0.02], [-0.01, 0.01, 0.02], [-0.02, 0.00, -0.03], [-0.02, 0.00, 0.02], [-0.02, 0.02, 0.00], [0.00, 0.02, 0.02], [-0.03, 0.03, -0.02], [-0.01, -0.01, 0.07], [0.07, -0.17, -0.02], [0.06, -0.04, 0.02], [0.03, -0.06, -0.02], [-0.07, 0.06, 0.01], [0.07, 0.08, -0.01], [0.05, 0.10, -0.04], [0.03, -0.01, -0.01], [-0.09, -0.08, 0.00], [0.08, -0.01, -0.20], [0.16, -0.39, -0.05], [-0.07, 1.84, 0.02], [-0.13, 0.03, 0.04], [-0.11, 0.03, -0.01], [0.16, 0.25, -0.03], [-0.19, 0.07, 0.14], [0.72, -0.22, 0.05], [-0.37, -0.02, 0.29], [-1.91, 1.25, 0.78], [-0.01, 0.00, 0.03], [0.00, 0.01, -0.04], [0.00, 0.04, -0.01], [-0.03, -0.04, -0.05], [-0.02, 0.02, 0.00], [0.01, 0.01, 0.01], [0.00, 0.00, 0.00], [0.00, 0.00, -0.02], [-0.01, -0.03, -0.03], [-0.02, 0.00, -0.02], [-0.01, -0.03, -0.04], [-0.80, 0.07, -0.11], [1.29, 0.32, -1.85]],
  "homo_lumo_gap_ev": [5.25, 5.27],
  "max_force_ev_per_a": 2.55,
  "lumo_energy_ev": [-5.4, -5.4],
  "total_charge": 1,
  "e_homo_ev": [-10.67, -10.67]
}

=====

Record 2
{
  "formula": "C26H21I2N4O6Ti",
  "method": "ωB97M-V/def2-TZVPD",
  "symbols": ["Ti", "C", "C", "N", "C", "C", "C", "O", "C", "C", "N", "C", "C", "C", "C", "C", "C", "I", "C", "O", "H", "H", "H", "H", "H", "H", "H", "H", "H", "H", "H", "H", "I", "C", "C", "C", "C", "C", "C", "C", "O", "O", "H", "H", "H", "H", "C", "N", "C", "C", "C", "O", "N", "C", "O", "H", "H", "H", "H", "H"],
  "coordinates": [[0.66458, -0.81415, 0.85007], [-2.69652, -0.05540, 3.45818], [-2.97499, -0.54663, 2.07304], [-4.17314, -0.35476, 1.55682], [-4.44289, -0.80618, 0.32438], [-3.54618, -1.48846, -0.46739], [-3.93710, -1.96180, -1.84359], [-3.80268, -3.37041, -2.00209], [-2.25481, -1.69163, 0.05641], [-1.26683, -2.49061, -0.66201], [-0.01401, -2.43705, -0.40374], [0.90784, -3.27301, -1.09862], [0.77654, -3.55602, -2.45127], [1.70123, -4.38256, -3.07041], [2.75652, -4.91700, -2.34657], [2.90599, -4.61872, -0.99919], [1.98319, -3.79050, -0.38478], [2.16974, -3.28055, 1.61771], [-1.97491, -1.20631, 1.33057], [-0.75423, -1.36773, 1.88428], [-3.50055, 0.60791, 3.76601], [-1.74037, 0.46582, 3.51563], [-2.64325, -0.89108, 4.15898], [-5.44443, -0.60927, -0.04185], [-3.28698, -1.51590, -2.59815], [-4.95450, -1.63294, -2.06533], [-4.49880, -3.80965, -1.50167], [-1.64243, -3.18207, -1.41305], [-0.03027, -3.11353, -3.02074], [1.60130, -4.59925, -4.12492], [3.47830, -5.55869, -2.83272], [3.73785, -5.02511, -0.44083], [4.00805, 5.90226, -2.99210], [3.31384, 4.08982, -2.26402], [4.11779, 3.34557, -1.40450], [3.65459, 2.13806, -0.91675], [2.39063, 1.68335, -1.28844], [1.58756, 2.43190, -2.14608], [2.05178, 3.63848, -2.63740], [1.88088, 0.43505, -0.73230], [2.52632, -0.24628, 0.12546], [0.68538, 0.01832, -0.97286], [5.09558, 3.70883, -1.12168], [4.26217, 1.54287, -0.24845], [0.59953, 2.07658, -2.40575], [1.43845, 4.22935, -3.30289], [-1.07987, 4.55718, 1.76413], [-0.35571, 3.30857, 2.02412], [0.38916, 3.18066, 3.14915], [1.07102, 2.05526, 3.48061], [0.95393, 0.99904, 2.54835], [1.51070, -0.15823, 2.60472], [0.20504, 1.12783, 1.44539], [-0.50084, 2.25698, 1.10234], [-1.21141, 2.34091, 0.13031], [-0.43304, 5.39922, 1.99862], [-1.98622, 4.60168, 2.36596], [-1.34781, 4.57824, 0.71369], [0.40589, 4.05929, 3.78125], [1.66340, 1.97244, 4.37597]],
  "forces_ev_per_a": [[-0.16, 0.09, 0.43], [0.00, 0.01, 0.04], [-0.12, 0.03, -0.09], [0.05, 0.01, 0.00], [-0.03, -0.03, -0.02], [0.02, 0.03, 0.04], [0.00, -0.01, -0.03], [0.00, 0.01, 0.02], [-0.07, -0.07, -0.11], [-0.08, 0.00, 0.03], [0.15, 0.06, -0.06], [-0.11, 0.10, 0.09], [0.06, -0.04, -0.02], [-0.02, 0.02, 0.01], [0.00, 0.00, -0.01], [0.00, 0.00, 0.01], [0.05, -0.12, -0.28], [0.03, 0.14, 0.20], [0.24, -0.08, 0.10], [-0.21, 0.02, -0.14], [0.00, -0.01, 0.01], [0.00, 0.01, -0.02], [0.01, -0.01, -0.01], [0.00, 0.01, 0.00], [0.01, -0.01, 0.00], [0.00, 0.00, 0.01], [0.01, 0.00, -0.01], [0.00, -0.03, 0.01], [-0.01, 0.01, 0.01], [0.00, 0.00, 0.00], [0.00, 0.00, 0.00], [0.00, 0.01, 0.01], [0.03, 0.09, -0.04], [-0.02, -0.11, 0.05], [-0.01, 0.00, 0.00], [0.02, -0.01, -0.04], [-0.01, -0.07, -0.16], [-0.01, 0.05, 0.01], [0.01, 0.02, 0.00], [0.12, 0.00, -0.05], [0.00, 0.09, -0.02], [-0.06, 0.08, 0.14], [0.00, 0.00, 0.00], [0.00, 0.00, 0.00], [0.00, -0.02, 0.01], [-0.01, -0.01, 0.00], [0.04, -0.06, -0.01], [0.04, 0.08, -0.02], [0.00, 0.02, -0.01], [-0.06, 0.03, -0.05], [0.17, -0.18, 0.00], [-0.05, -0.10, -0.01], [0.09, 0.05, -0.15], [-0.15, -0.15, 0.20], [0.06, 0.05, -0.07], [-0.02, 0.01, 0.01], [-0.01, 0.01, -0.01], [0.00, 0.01, 0.00], [0.01, -0.01, 0.01], [0.01, -0.01, 0.00]],
  "homo_lumo_gap_ev": 7.33,
  "max_force_ev_per_a": 0.47,
  "lumo_energy_ev": -4.0,
  "total_charge": 1,
  "e_homo_ev": -11.30
}

=====

Record 3
{
  "formula": "C26H21N7Pd",
  "method": "ωB97M-V/def2-TZVPD",
  "symbols": ["Pd", "C", "C", "N", "C", "C", "N", "C", "C", "C", "C", "C", "N", "C", "C", "N", "C", "C", "N", "C", "C", "C", "N", "C", "C", "H", "H", "H", "H", "H", "H", "H", "H", "H", "H", "H", "H", "C", "C", "C", "C", "C", "C", "C", "C", "N", "H", "H", "H", "H", "H", "H", "H", "H", "H"],
  "coordinates": [[-0.00580, -0.15740, 0.00000], [4.28060, -0.31600, 0.00000], [2.96830, -0.72290, 0.00000], [1.96010, 0.16160, 0.00000], [2.30390, 1.50980, 0.00000], [3.66030, 1.86130, 0.00000], [4.63420, 0.98350, 0.00000], [1.18210, 2.41270, 0.00000], [1.19770, 3.80070, 0.00000], [-0.00230, 4.53860, 0.00000], [-1.20300, 3.80200, 0.00000], [-1.18840, 2.41430, 0.00000], [-0.00370, 1.73990, 0.00000], [-2.31200, 1.51410, 0.00000], [-3.66660, 1.87080, 0.00000], [-4.64360, 0.99650, 0.00000], [-4.29430, -0.30400, 0.00000], [-2.98360, -0.71580, 0.00000], [-1.97230, 0.16520, 0.00000], [-0.00280, 6.00820, 0.00000], [-1.18750, 6.76130, 0.00010], [-1.13010, 8.14350, 0.00010], [-0.00520, 8.83820, 0.00000], [1.12070, 8.14530, 0.00000], [1.18070, 6.76310, -0.00010], [5.08870, -1.02950, 0.00000], [2.68430, -1.76830, 0.00000], [3.95810, 2.90390, 0.00000], [2.15830, 4.28930, 0.00010], [-2.16310, 4.29160, 0.00000], [-3.95980, 2.91450, 0.00000], [-5.10470, -1.01460, 0.00000], [-2.70340, -1.76210, 0.00000], [-2.16130, 6.29880, 0.00020], [-2.03640, 8.73610, 0.00020], [2.02590, 8.73970, -0.00010], [2.15520, 6.30210, -0.00010], [-0.00010, -3.38010, -2.52590], [-0.00030, -4.12870, -1.23410], [0.00020, -5.50320, -1.20140], [0.00010, -6.20270, 0.00000], [0.00030, -5.50320, 1.20140], [-0.00030, -4.12870, 1.23410], [0.00000, -3.38000, 2.52590], [-0.00210, -3.37130, 0.00000], [-0.00650, -2.07900, 0.00000], [-0.00010, -4.06880, -3.36690], [0.87880, -2.73550, -2.59240], [-0.87890, -2.73530, -2.59220], [0.00030, -6.05190, -2.13310], [-0.00010, -7.28360, 0.00000], [0.00040, -6.05190, 2.13310], [0.00000, -4.06880, 3.36690], [-0.87880, -2.73530, 2.59220], [0.87900, -2.73540, 2.59230]],
  "forces_ev_per_a": [[-0.01, -0.28, 0.00], [0.09, 0.28, 0.00], [-0.21, -0.14, 0.00], [1.03, 1.05, 0.00], [-0.07, -0.93, 0.00], [-0.12, 0.11, 0.00], [0.00, -0.28, 0.00], [-0.11, 0.48, 0.00], [-0.04, -0.54, 0.00], [0.01, -0.43, 0.00], [0.03, -0.56, 0.00], [0.12, 0.50, 0.00], [-0.01, 1.03, 0.00], [0.06, -0.94, 0.00], [0.12, 0.11, 0.00], [-0.01, -0.28, 0.00], [-0.09, 0.28, 0.00], [0.22, -0.14, 0.00], [-1.02, 1.05, 0.00], [0.00, 0.63, 0.00], [0.19, -0.17, 0.00], [-0.20, -0.11, 0.00], [0.00, 0.44, 0.00], [0.21, -0.10, 0.00], [-0.19, -0.17, 0.00], [0.01, -0.16, 0.00], [-0.01, 0.05, 0.00], [-0.12, 0.03, 0.00], [0.02, 0.10, 0.00], [-0.02, 0.10, 0.00], [0.11, 0.03, 0.00], [-0.02, -0.17, 0.00], [0.01, 0.05, 0.00], [-0.05, -0.08, 0.00], [-0.14, -0.09, 0.00], [0.14, -0.10, 0.00], [0.06, -0.08, 0.00], [0.00, -0.01, 0.03], [0.00, -0.08, -0.09], [0.00, 0.01, -0.24], [0.00, -0.05, 0.00], [0.00, 0.01, 0.24], [0.00, -0.08, 0.09], [0.00, -0.01, -0.03], [0.00, -0.02, 0.00], [0.00, -0.34, 0.00], [0.00, -0.04, -0.10], [-0.07, 0.06, -0.04], [0.07, 0.06, -0.04], [0.00, -0.06, -0.11], [0.00, -0.05, 0.00], [0.00, -0.06, 0.11], [0.00, -0.03, 0.10], [0.07, 0.06, 0.04], [-0.07, 0.06, 0.04]],
  "homo_lumo_gap_ev": [4.49, 5.60],
  "max_force_ev_per_a": 1.47,
  "lumo_energy_ev": [-1.3, -1.1],
  "total_charge": 0,
  "e_homo_ev": [-5.76, -6.69],
  "multiplicity": 3
}

=====

Record 4
{
  "formula": "C26H22BrCl5IrN2O4S",
  "method": "ωB97M-V/def2-TZVPD",
  "symbols": ["Ir", "O", "C", "C", "C", "C", "C", "C", "C", "O", "N", "N", "C", "C", "Br", "C", "C", "C", "C", "C", "C", "C", "H", "H", "H", "H", "H", "H", "H", "H", "H", "H", "H", "H", "H", "H", "Cl", "C", "C", "Cl", "C", "Cl", "C", "O", "C", "Cl", "C", "Cl", "O", "S", "C", "C", "C", "C", "H", "H", "H", "H", "H", "H", "H", "H"],
  "coordinates": [[-1.29946, 0.04424, -0.71260], [-1.15695, 1.28745, 3.15733], [-0.36809, 0.36511, 3.75906], [-0.09503, 0.52795, 5.11488], [0.71368, -0.37716, 5.77478], [1.26132, -1.46678, 5.10435], [0.98928, -1.62790, 3.75995], [0.18376, -0.72393, 3.07203], [0.00158, -0.87953, 1.58639], [-1.31359, -0.53567, 1.18100], [1.02745, -0.06125, 0.91230], [0.63880, 0.18887, -0.41729], [1.46852, 0.71204, -1.23066], [1.09167, 1.14029, -2.56308], [-0.75142, 0.85267, -3.05397], [1.88430, 1.77238, -3.43288], [3.32113, 2.02222, -3.25971], [4.19320, 1.02995, -2.80995], [5.54207, 1.30730, -2.65621], [6.02832, 2.57341, -2.94904], [5.16917, 3.55869, -3.41765], [3.82383, 3.28207, -3.58746], [-1.44958, 0.90478, 2.30860], [-0.53676, 1.37060, 5.62959], [0.91419, -0.23853, 6.82917], [1.88931, -2.17325, 5.62858], [1.41466, -2.46105, 3.21063], [0.21527, -1.91316, 1.30100], [1.08181, 0.84239, 1.38362], [2.48540, 0.89131, -0.89760], [1.43085, 2.15680, -4.34134], [3.82365, 0.02879, -2.62292], [6.21571, 0.53091, -2.31974], [7.08138, 2.78850, -2.82778], [5.55021, 4.54157, -3.65893], [3.15504, 4.04792, -3.96052], [-6.47704, 4.22274, 1.59766], [-4.98440, 3.54871, 1.08879], [-4.95629, 2.30947, 0.46778], [-6.39543, 1.41931, 0.18304], [-3.73288, 1.78621, 0.07114], [-3.68490, 0.21318, -0.72027], [-2.51921, 2.43904, 0.25589], [-1.35582, 1.94623, -0.12357], [-2.57144, 3.69456, 0.88630], [-1.08645, 4.51744, 1.13093], [-3.78039, 4.23753, 1.29500], [-3.80389, 5.76670, 2.06471], [-1.08433, -1.96506, -1.27788], [-2.06026, -2.98998, -0.64997], [-0.97725, -4.25786, 0.08371], [-1.00727, -5.49412, -0.81937], [-1.33021, -5.00505, -2.22838], [-2.49377, -4.04139, -2.04845], [-1.29972, -4.43700, 1.10782], [-0.00023, -3.77559, 0.09776], [-1.77895, -6.18565, -0.47777], [-0.05389, -6.01808, -0.77356], [-1.59612, -5.82191, -2.89749], [-0.47794, -4.47745, -2.66002], [-3.41147, -4.55905, -1.75868], [-2.70516, -3.38294, -2.88903]],
  "forces_ev_per_a": [[-0.01, -0.09, 0.09], [-0.02, 0.00, -0.13], [0.06, -0.13, 0.12], [-0.02, 0.00, -0.04], [0.02, -0.03, 0.02], [-0.02, 0.03, 0.04], [-0.03, 0.01, -0.08], [0.00, 0.08, -0.01], [-0.04, -0.09, -0.03], [0.03, 0.11, -0.02], [-0.08, 0.29, 0.05], [-0.09, -0.09, 0.05], [0.10, 0.03, -0.11], [0.00, -0.05, 0.01], [0.07, 0.02, 0.10], [-0.01, -0.01, -0.01], [-0.02, -0.02, -0.01], [0.01, 0.00, 0.01], [0.00, 0.00, 0.00], [0.00, -0.01, 0.00], [0.00, 0.00, 0.00], [0.01, 0.00, -0.02], [-0.01, 0.00, 0.03], [0.00, 0.00, 0.00], [0.00, 0.01, 0.00], [0.00, -0.01, -0.01], [0.01, -0.02, 0.04], [-0.01, -0.07, -0.05], [0.06, 0.01, -0.03], [-0.01, 0.02, -0.01], [0.01, 0.02, 0.01], [0.00, 0.00, 0.00], [0.00, 0.00, 0.00], [0.00, 0.00, 0.00], [0.00, 0.00, 0.00], [0.00, 0.00, 0.00], [0.00, 0.00, 0.00], [-0.01, -0.01, 0.00], [0.00, 0.01, 0.01], [0.00, 0.00, 0.00], [-0.01, 0.02, 0.00], [-0.03, -0.06, 0.00], [0.01, -0.02, 0.01], [0.04, 0.04, 0.03], [-0.02, 0.01, 0.01], [0.00, 0.00, 0.00], [0.02, 0.00, 0.00], [0.00, 0.00, 0.00], [0.06, -0.04, -0.06], [-0.09, 0.00, 0.05], [-0.01, 0.03, 0.00], [0.00, 0.01, -0.01], [0.01, 0.00, 0.00], [-0.02, -0.02, 0.01], [0.00, 0.02, 0.00], [0.03, 0.01, -0.01], [0.00, 0.00, -0.01], [0.00, 0.00, 0.01], [0.00, 0.00, 0.00], [0.00, 0.00, 0.00], [0.00, -0.01, -0.01], [0.00, 0.01, 0.00]],
  "homo_lumo_gap_ev": 6.89,
  "max_force_ev_per_a": 0.31,
  "lumo_energy_ev": -3.7,
  "total_charge": 1,
  "e_homo_ev": -10.55
}